--- 1 ---
A structure of composition C2H3NO4. Source: OMol25; level of theory: ωB97M-V/def2-TZVPD.

Values from the calculation:
HOMO energy = -0.3861 hartree

Geometry (Å):
C: 0.459 0.092 0.754
C: 0.322 0.704 -0.450
N: -0.094 -1.164 1.039
O: -0.990 -1.656 0.395
O: 0.382 -1.646 2.090
O: 0.839 1.771 -0.884
O: -1.163 0.258 -1.553
H: 1.281 0.250 1.577
H: 0.515 1.991 -1.775
H: -1.551 -0.600 -1.193


--- 2 ---
A cluster of 3 separate species, C2H3NO4 in total. Source: OMol25; level of theory: ωB97M-V/def2-TZVPD.

Values from the calculation:
HOMO energy = -0.4254 hartree

Geometry (Å):
C: -2.572 -0.885 0.231
C: -2.673 1.571 -0.682
N: -1.844 -1.290 -0.598
O: -3.390 -0.565 1.016
O: -2.185 1.693 0.353
O: 1.684 -0.090 1.397
O: -3.225 1.353 -1.660
H: 0.668 -0.038 1.289
H: -0.944 -0.840 -0.843
H: 1.945 -0.890 1.745


Of them, 1 has the lowest stability.